# 1
{"formula": "C21H34N2O5Si2", "method": "ωB97M-V with the def2-TZVPD basis set", "species": ["C", "C", "C", "C", "C", "C", "C", "C", "C", "Si", "O", "Si", "H", "H", "H", "H", "H", "H", "H", "H", "H", "H", "H", "H", "H", "H", "H", "H", "H", "H", "H", "H", "H", "H", "H", "H", "C", "C", "C", "C", "C", "C", "N", "O", "O", "H", "H", "H", "H", "H", "C", "C", "C", "C", "C", "C", "N", "O", "O", "H", "H", "H", "H", "H"], "coordinates": [[1.678, 1.569, -4.477], [2.868, 1.650, -3.471], [4.141, 0.913, -3.963], [3.920, -0.583, -4.351], [3.466, -1.494, -3.162], [4.676, -2.116, -2.409], [5.290, -1.154, -1.335], [5.578, -1.832, 0.048], [4.362, -1.788, 1.075], [3.550, -3.500, 1.213], [1.907, -3.515, 1.681], [0.845, -2.555, 0.750], [1.445, 0.548, -4.806], [1.864, 2.263, -5.311], [0.789, 1.927, -3.931], [3.130, 2.720, -3.362], [2.537, 1.312, -2.474], [4.940, 0.987, -3.208], [4.483, 1.442, -4.872], [3.188, -0.679, -5.168], [4.894, -0.963, -4.713], [2.787, -0.937, -2.495], [2.881, -2.332, -3.586], [4.317, -3.012, -1.868], [5.466, -2.448, -3.105], [6.283, -0.837, -1.706], [4.662, -0.251, -1.224], [6.359, -1.205, 0.512], [5.944, -2.861, -0.102], [4.804, -1.513, 2.051], [3.697, -0.964, 0.767], [4.271, -4.213, 2.292], [3.818, -4.280, -0.014], [-0.521, -3.090, 0.802], [1.268, -2.389, -0.649], [0.820, -1.220, 1.390], [-4.359, 3.711, 0.172], [-4.172, 3.455, -1.181], [-3.402, 2.374, -1.586], [-2.829, 1.556, -0.623], [-3.002, 1.806, 0.732], [-3.771, 2.890, 1.127], [-2.037, 0.403, -1.042], [-1.888, 0.219, -2.229], [-1.577, -0.313, -0.179], [-4.965, 4.551, 0.485], [-4.630, 4.097, -1.922], [-3.261, 2.180, -2.640], [-2.549, 1.170, 1.479], [-3.914, 3.097, 2.174], [-5.632, -1.069, 6.115], [-5.394, 0.229, 6.552], [-5.451, 1.286, 5.656], [-5.752, 1.028, 4.326], [-5.985, -0.265, 3.876], [-5.922, -1.316, 4.779], [-5.837, 2.139, 3.382], [-5.607, 3.257, 3.798], [-6.130, 1.886, 2.235], [-5.591, -1.891, 6.819], [-5.166, 0.417, 7.593], [-5.265, 2.293, 6.001], [-6.214, -0.462, 2.838], [-6.104, -2.327, 4.442]], "atomic_forces_ev_per_a": [[0.1, 0.4, 1.1], [0.1, 0.0, -0.5], [-0.6, -0.3, -0.3], [0.1, 0.2, 0.7], [0.6, -0.4, -0.9], [-0.7, 0.4, 1.0], [0.6, -0.8, -0.2], [-0.7, 1.2, 0.1], [0.6, -0.1, -0.7], [-0.4, 0.1, 1.1], [0.6, 0.8, -1.8], [0.2, -0.1, 1.2], [0.2, 0.4, -0.1], [-0.1, -0.5, 0.0], [0.2, -0.1, -0.4], [-0.1, -0.5, 0.1], [0.2, -0.1, -0.4], [-0.2, 0.0, -0.3], [0.0, -0.2, 0.3], [0.4, 0.2, 0.2], [-0.5, 0.1, -0.1], [0.3, -0.3, 0.0], [0.1, 0.4, 0.2], [0.2, 0.3, -0.3], [-0.4, 0.1, 0.1], [-0.5, 0.2, 0.1], [0.3, -0.4, 0.1], [0.0, -0.6, -0.1], [0.1, 0.4, 0.0], [-0.5, -0.2, -0.3], [0.1, -0.3, 0.2], [-0.1, 0.0, 0.0], [-0.3, 0.1, -0.2], [0.0, -0.3, 0.0], [0.2, -0.2, -0.1], [0.0, 0.0, -0.1], [0.0, 0.0, 0.0], [0.1, -0.1, 0.2], [0.0, 0.0, -0.2], [-0.4, 0.5, 0.2], [0.0, 0.0, 0.2], [0.2, 0.0, -0.4], [0.0, 0.0, -0.1], [0.0, 0.0, -0.3], [0.2, -0.2, 0.4], [0.0, 0.0, 0.0], [0.0, 0.0, 0.0], [0.1, -0.1, 0.1], [0.1, -0.1, -0.2], [0.1, 0.1, 0.0], [0.0, 0.0, 0.0], [0.0, -0.1, -0.2], [0.0, 0.1, 0.1], [0.1, -0.5, 0.5], [0.0, -0.1, -0.1], [0.0, 0.1, 0.1], [-0.2, -0.1, 0.0], [0.1, 0.2, 0.1], [-0.2, -0.1, -0.1], [0.0, 0.0, 0.0], [0.0, 0.0, 0.0], [0.0, 0.0, -0.2], [0.0, 0.2, 0.0], [0.0, 0.0, 0.0]], "charge": 0, "energy_ha": -1885.141203, "molar_mass_g_mol": 450.68, "lumo_energy_ev": -0.76, "homo_ha": -0.3632, "homo_lumo_gap_ev": 9.1}

=====

# 2
{"formula": "C21H34N4O5", "method": "ωB97M-V with the def2-TZVPD basis set", "species": ["C", "H", "O", "C", "C", "C", "C", "C", "C", "O", "C", "H", "H", "H", "C", "N", "C", "O", "N", "C", "N", "C", "O", "N", "H", "C", "C", "H", "H", "H", "C", "H", "H", "H", "H", "O", "H", "H", "C", "C", "H", "H", "H", "C", "H", "H", "H", "C", "C", "H", "H", "H", "C", "H", "H", "H", "H", "H", "H", "H", "H", "H", "H", "H"], "coordinates": [[-5.799, 3.689, 0.980], [-5.733, 4.561, 1.630], [-4.517, 3.536, 0.426], [-4.280, 2.461, -0.395], [-5.275, 1.582, -0.802], [-4.992, 0.543, -1.670], [-3.708, 0.367, -2.140], [-2.693, 1.219, -1.733], [-2.966, 2.273, -0.857], [-1.905, 3.081, -0.547], [-1.814, 3.609, 0.759], [-0.782, 3.943, 0.870], [-2.030, 2.841, 1.507], [-2.486, 4.457, 0.905], [-1.292, 1.030, -2.246], [-0.337, 0.714, -1.206], [-0.636, 0.241, 0.034], [-1.730, -0.051, 0.471], [0.557, 0.116, 0.724], [1.675, 0.208, -0.172], [2.160, -1.111, -0.548], [3.193, -1.682, 0.189], [3.943, -0.991, 0.850], [3.283, -3.022, 0.064], [2.679, -3.473, -0.608], [4.394, -3.784, 0.596], [3.862, -4.956, 1.417], [3.294, -5.635, 0.784], [4.687, -5.506, 1.862], [3.215, -4.598, 2.214], [5.304, -4.262, -0.534], [4.763, -4.932, -1.199], [6.159, -4.794, -0.126], [5.664, -3.413, -1.109], [4.943, -3.093, 1.244], [1.185, -1.975, -1.069], [0.426, -1.986, -0.456], [2.538, 0.699, 0.287], [1.084, 1.006, -1.356], [1.633, 0.557, -2.707], [1.275, 1.212, -3.496], [1.329, -0.462, -2.927], [2.718, 0.596, -2.682], [1.354, 2.498, -1.133], [0.774, 3.097, -1.828], [2.410, 2.711, -1.276], [1.069, 2.776, -0.122], [0.676, -0.351, 2.095], [0.202, -1.799, 2.250], [-0.823, -1.886, 1.896], [0.233, -2.085, 3.299], [0.843, -2.486, 1.698], [-0.110, 0.578, 3.017], [0.230, 1.604, 2.897], [0.027, 0.281, 4.053], [-1.166, 0.524, 2.767], [1.744, -0.292, 2.340], [-0.967, 1.960, -2.724], [-1.289, 0.229, -2.997], [-3.481, -0.445, -2.813], [-5.782, -0.126, -1.974], [-6.286, 1.707, -0.449], [-6.091, 2.817, 1.573], [-6.554, 3.875, 0.208]], "atomic_forces_ev_per_a": [[-0.2, 0.0, 0.1], [-0.1, -0.1, 0.0], [0.4, -0.2, -0.3], [0.1, 0.1, 0.0], [-0.1, 0.1, 0.1], [0.0, -0.1, 0.0], [0.0, 0.1, 0.0], [-0.1, 0.3, 0.0], [-0.2, -0.1, -0.2], [-0.3, -0.1, -0.4], [0.1, 0.3, 0.4], [0.0, 0.0, 0.0], [0.0, 0.0, 0.0], [0.1, -0.1, 0.0], [-0.1, -0.1, 0.1], [0.1, 0.0, -0.2], [0.3, 0.0, 0.0], [-0.4, -0.1, 0.3], [0.2, 0.2, -0.2], [0.1, 0.0, 0.0], [-0.2, 0.2, -0.2], [-0.3, -0.4, -0.2], [0.3, 0.3, 0.3], [-0.1, -0.3, -0.2], [0.0, 0.1, 0.1], [0.2, -0.1, 0.1], [0.1, 0.3, 0.0], [-0.1, -0.1, -0.1], [0.1, -0.1, 0.0], [-0.1, 0.0, 0.1], [-0.1, 0.2, 0.2], [0.0, -0.1, -0.1], [0.1, -0.1, 0.0], [0.1, 0.0, -0.1], [-0.1, -0.1, -0.1], [0.1, 0.0, -0.1], [0.3, 0.1, 0.1], [-0.2, 0.0, -0.1], [0.3, 0.1, -0.1], [-0.1, 0.0, 0.2], [0.0, 0.1, -0.1], [0.0, -0.1, 0.0], [0.1, 0.0, -0.1], [-0.1, -0.3, 0.0], [-0.1, 0.1, -0.1], [0.1, 0.1, 0.0], [0.0, 0.1, 0.1], [-0.3, -0.1, 0.3], [0.1, 0.2, 0.0], [-0.1, 0.0, 0.0], [0.0, -0.1, 0.1], [0.1, -0.1, -0.1], [0.1, -0.1, -0.1], [0.0, 0.1, 0.0], [0.0, 0.0, 0.1], [-0.1, 0.0, 0.0], [-0.1, 0.0, -0.1], [0.0, -0.1, 0.0], [0.0, 0.2, 0.0], [0.1, -0.1, -0.1], [-0.1, -0.1, 0.0], [-0.1, 0.1, 0.1], [0.0, 0.0, 0.0], [0.0, 0.0, 0.0]], "charge": 0, "energy_ha": -1415.831787, "molar_mass_g_mol": 422.53, "lumo_energy_ev": 0.71, "e_above_lowest_kj_mol": 159.1, "homo_ha": -0.2940, "homo_lumo_gap_ev": 8.7}

=====

# 3
{"formula": "C21H34N4OS3V", "method": "ωB97M-V with the def2-TZVPD basis set", "species": ["V", "S", "C", "N", "C", "C", "N", "H", "H", "H", "H", "H", "H", "S", "C", "N", "C", "C", "C", "N", "H", "H", "H", "H", "H", "H", "H", "H", "C", "C", "C", "C", "C", "C", "C", "C", "C", "C", "H", "H", "H", "H", "H", "H", "H", "H", "H", "H", "H", "H", "O", "S", "C", "C", "C", "C", "H", "H", "H", "H", "H", "H", "H", "H"], "coordinates": [[0.173, 0.531, 0.173], [-0.468, 1.576, 2.223], [1.009, 2.399, 2.451], [2.237, 1.884, 2.339], [3.259, 2.765, 2.914], [2.485, 4.089, 3.099], [1.110, 3.681, 2.799], [2.362, 0.886, 2.212], [4.112, 2.873, 2.246], [3.615, 2.367, 3.863], [2.818, 4.862, 2.409], [2.567, 4.474, 4.112], [0.292, 4.220, 3.030], [1.957, -1.061, 0.605], [0.716, -2.079, 1.263], [0.273, -3.113, 0.562], [-0.839, -3.964, 0.985], [-0.810, -4.083, 2.497], [-0.829, -2.686, 3.087], [0.266, -1.906, 2.500], [0.622, -3.181, -0.380], [-0.728, -4.933, 0.504], [-1.782, -3.524, 0.651], [0.100, -4.599, 2.808], [-1.666, -4.656, 2.850], [-0.684, -2.709, 4.164], [-1.782, -2.195, 2.881], [0.547, -1.053, 2.957], [-3.222, 1.210, -1.030], [-2.383, -0.033, -1.388], [-1.620, 0.282, -2.688], [-1.411, -0.325, -0.224], [-3.257, -1.259, -1.645], [-2.632, -2.494, -1.830], [-3.361, -3.649, -2.069], [-4.749, -3.594, -2.131], [-5.385, -2.374, -1.960], [-4.645, -1.217, -1.724], [-2.556, 2.022, -0.738], [-3.890, 1.009, -0.191], [-3.820, 1.555, -1.880], [-1.079, 1.227, -2.592], [-2.315, 0.371, -3.527], [-0.902, -0.507, -2.921], [-1.856, -1.064, 0.460], [-1.548, -2.540, -1.794], [-2.848, -4.593, -2.216], [-5.325, -4.491, -2.320], [-6.465, -2.315, -2.016], [-5.174, -0.281, -1.602], [1.207, 1.595, -1.254], [2.077, 1.917, -2.461], [2.868, 3.496, -2.008], [4.294, 3.202, -1.517], [4.312, 1.742, -1.068], [3.604, 0.994, -2.189], [2.212, 3.879, -1.226], [2.822, 4.163, -2.866], [4.580, 3.888, -0.720], [5.001, 3.341, -2.336], [3.732, 1.620, -0.148], [5.318, 1.364, -0.892], [3.325, -0.035, -1.962], [4.159, 1.028, -3.131]], "atomic_forces_ev_per_a": [[0.5, 0.6, -0.6], [-0.1, 0.4, 0.3], [0.1, 0.1, 0.2], [0.2, -0.2, 0.1], [-0.1, 0.0, -0.1], [-0.1, -0.1, -0.1], [0.0, 0.1, 0.3], [0.0, 0.0, -0.1], [0.0, 0.0, 0.0], [0.0, 0.0, 0.0], [0.0, 0.0, -0.1], [0.0, 0.0, 0.0], [0.0, 0.0, 0.0], [0.1, -0.3, 0.1], [0.2, -0.5, 0.1], [0.0, -0.1, -0.1], [0.0, 0.0, 0.0], [0.1, 0.0, 0.0], [0.1, 0.0, 0.0], [-0.2, 0.1, 0.1], [0.0, 0.0, 0.0], [0.0, 0.0, 0.0], [0.0, 0.0, -0.1], [0.0, 0.0, 0.0], [0.0, 0.0, 0.0], [0.0, 0.0, 0.0], [0.0, 0.0, 0.0], [0.0, 0.0, 0.0], [0.0, -0.1, 0.0], [0.0, 0.0, 0.2], [0.0, 0.0, 0.1], [-0.8, -0.3, -0.4], [0.1, 0.0, 0.0], [0.0, -0.1, 0.0], [0.0, 0.0, 0.0], [0.0, 0.0, 0.0], [0.0, 0.0, 0.0], [0.0, -0.1, 0.0], [0.0, 0.0, 0.0], [0.0, 0.0, 0.0], [0.0, -0.1, 0.1], [0.0, 0.0, 0.0], [0.0, 0.0, 0.0], [0.0, 0.0, 0.0], [0.0, 0.0, 0.0], [0.0, 0.0, 0.0], [0.0, 0.0, 0.0], [0.0, 0.0, 0.0], [0.0, 0.0, 0.0], [0.0, 0.0, 0.0], [0.1, 0.2, 0.0], [-0.1, -0.2, 0.0], [0.1, 0.0, 0.0], [-0.1, 0.0, 0.0], [-0.1, 0.0, 0.0], [0.0, 0.0, 0.1], [0.0, 0.0, 0.0], [0.0, 0.0, 0.0], [0.0, 0.0, 0.0], [0.0, 0.0, 0.0], [0.1, 0.0, 0.0], [0.0, 0.0, 0.0], [0.0, 0.0, 0.0], [0.0, 0.0, 0.0]], "charge": 1, "energy_ha": -3253.225210, "molar_mass_g_mol": 505.67, "lumo_energy_ev": [-2.08, -2.09], "s2": 2.258, "homo_ha": [-0.3376, -0.3398], "spin_multiplicity": 3, "homo_lumo_gap_ev": [7.1, 7.2]}

=====

# 4
{"formula": "C21H34N4S2", "method": "ωB97M-V with the def2-TZVPD basis set", "species": ["C", "H", "H", "H", "C", "N", "C", "N", "C", "C", "S", "H", "C", "H", "H", "S", "C", "N", "C", "C", "C", "H", "H", "C", "H", "H", "C", "C", "H", "H", "H", "H", "H", "H", "H", "N", "H", "C", "C", "C", "C", "C", "C", "H", "H", "H", "H", "H", "H", "H", "H", "H", "H", "H", "C", "H", "H", "C", "H", "H", "H"], "coordinates": [[1.174, 4.493, 0.582], [1.596, 4.843, -0.358], [1.669, 5.017, 1.394], [0.110, 4.719, 0.604], [1.402, 2.990, 0.738], [2.839, 2.727, 0.711], [3.060, 1.961, -0.280], [1.971, 1.587, -1.035], [2.243, 0.743, -2.075], [3.558, 0.459, -2.167], [4.509, 1.251, -0.917], [4.043, -0.176, -2.877], [1.157, 0.187, -2.918], [0.267, 0.813, -2.886], [1.490, 0.052, -3.945], [0.690, -1.512, -2.368], [-0.433, -1.108, -0.931], [-0.248, -1.350, 0.277], [0.844, -2.045, 0.900], [0.922, -3.506, 0.443], [2.012, -4.248, 1.207], [2.064, -5.282, 0.859], [1.762, -4.263, 2.271], [3.362, -3.564, 1.015], [3.638, -3.598, -0.041], [4.132, -4.093, 1.581], [3.288, -2.110, 1.470], [2.204, -1.368, 0.698], [2.150, -0.331, 1.034], [2.454, -1.376, -0.364], [4.248, -1.615, 1.310], [3.065, -2.072, 2.539], [1.136, -3.532, -0.628], [-0.048, -3.984, 0.603], [0.603, -2.025, 1.973], [-1.540, -0.481, -1.385], [-1.690, -0.510, -2.383], [-2.732, -0.361, -0.559], [-2.719, 0.946, 0.237], [-3.988, 1.074, 1.074], [-5.228, 1.001, 0.189], [-5.240, -0.307, -0.596], [-3.975, -0.434, -1.441], [-3.986, -1.380, -1.987], [-3.944, 0.381, -2.170], [-6.118, -0.348, -1.243], [-5.295, -1.147, 0.099], [-6.128, 1.074, 0.802], [-5.228, 1.843, -0.508], [-3.974, 2.019, 1.620], [-4.017, 0.264, 1.805], [-1.845, 0.952, 0.889], [-2.643, 1.789, -0.454], [-2.725, -1.196, 0.154], [0.795, 2.192, -0.472], [0.307, 2.858, -1.192], [0.083, 1.433, -0.140], [0.826, 2.502, 2.066], [0.946, 1.425, 2.160], [1.357, 2.979, 2.885], [-0.232, 2.748, 2.131]], "atomic_forces_ev_per_a": [[0.0, -0.3, 0.0], [0.0, 0.0, -0.1], [0.0, 0.1, 0.1], [-0.2, 0.1, 0.0], [-0.4, 0.1, 0.0], [0.7, 0.0, 0.2], [-0.2, 0.3, 0.4], [0.2, -0.1, 0.0], [0.6, -0.1, -0.3], [-0.2, 0.2, 0.0], [0.1, -0.1, -0.1], [0.0, -0.2, -0.2], [-0.2, -0.5, 0.2], [0.1, 0.1, -0.2], [-0.1, 0.1, 0.0], [-0.3, 0.1, 0.2], [1.1, -0.3, -1.0], [-0.5, 0.1, 0.6], [0.4, -0.1, -0.2], [-0.1, 0.0, 0.4], [0.1, 0.0, -0.3], [0.0, 0.0, 0.1], [0.0, -0.1, 0.1], [-0.1, 0.0, 0.3], [0.1, 0.0, -0.1], [0.1, 0.0, -0.1], [0.1, 0.0, -0.3], [-0.1, 0.0, 0.3], [0.0, 0.1, -0.1], [0.0, 0.1, 0.0], [0.0, 0.0, 0.1], [0.0, 0.0, 0.1], [0.0, 0.0, 0.0], [0.0, 0.0, -0.1], [0.2, -0.1, -0.1], [-0.9, 0.4, -0.5], [0.0, -0.1, 0.1], [0.0, 0.4, 0.0], [-0.1, -0.3, 0.3], [0.0, 0.3, -0.2], [0.0, -0.2, 0.2], [0.0, 0.3, -0.2], [0.0, -0.2, 0.2], [0.1, 0.0, -0.1], [0.0, 0.0, -0.1], [0.0, -0.1, 0.0], [-0.1, -0.1, 0.0], [0.0, 0.1, 0.0], [0.0, 0.1, 0.0], [0.0, 0.0, 0.1], [0.0, 0.0, 0.1], [0.1, 0.0, 0.0], [0.1, 0.0, -0.1], [0.0, 0.1, -0.1], [-0.5, 0.1, 0.1], [0.0, 0.0, 0.0], [0.0, 0.1, -0.1], [0.1, 0.1, -0.3], [0.0, -0.1, 0.0], [0.0, 0.1, 0.1], [-0.2, 0.0, 0.1]], "charge": 0, "energy_ha": -1836.016897, "molar_mass_g_mol": 406.66, "lumo_energy_ev": 0.48, "e_above_lowest_kj_mol": 0.7, "homo_ha": -0.2680, "homo_lumo_gap_ev": 7.8}

=====

charge of number 3 (C21H34N4OS3V)? +1